No. 1
123
Properties=species:S:1:pos:R:3 method="wB97M-V/def2-TZVPD" orbital_gap_ev=7.633 multiplicity=1 homo_ev=-9.7 smiles="[H]/N=C/CO[P@@](=O)(O)ONCCC.O=C1C=C(O)C(=O)C=C1O.O=C1C=C(O)C(=O)C=C1O.O=C1C=C(O)C(=O)C=C1O.O=C1C=C(O)C(=O)C=C1O.O=C1C=C(O)C(=O)C=C1O.O=C1C=C(O)C(=O)C=C1O.O=C1C=C(O)C(=O)C=C1O"
C 6.5322 3.6947 -4.0755
C 1.5581 2.4985 -4.0277
H -5.4246 -10.1284 0.7705
O 8.1645 5.3577 -4.4013
H -1.0815 2.8181 -1.7441
H 4.0405 -2.2556 2.0953
C 1.2884 2.2120 1.3210
H 8.4208 5.5788 -1.8022
O 2.0480 10.3905 4.2773
C -2.4738 -2.3162 -1.5002
H -5.9743 -5.8711 -5.7051
C 2.4082 2.4246 6.3797
H -3.8623 -4.4367 -3.3392
O 7.1710 4.2207 0.0799
H 2.3155 -2.4116 1.3308
H 2.6607 6.9047 7.1804
H 1.5465 3.2016 -6.0257
C -1.5064 9.7856 6.5027
O -2.2258 -3.0934 2.1956
C -5.8447 -8.7444 -2.3763
O 2.4706 -2.9432 3.4979
H 2.9345 -0.0329 4.1152
O -2.6870 9.6441 7.2086
O -2.4725 11.4600 5.1615
O 1.8065 8.5127 6.2646
O -0.8901 4.1670 -5.9959
C -5.6475 -11.2837 -1.0754
C -0.2092 10.9755 4.6762
O 5.4227 2.3795 -0.9625
H -0.1913 11.7289 3.8992
O 1.3281 1.7879 -1.7967
H 3.5759 2.5575 0.9881
C -1.4703 10.8005 5.4136
O -1.4700 -6.1245 -6.7889
O -4.1162 -5.4704 -1.4290
C -5.6521 -8.8502 -0.9034
C 6.0346 3.0700 -1.7704
C -5.9056 -9.9914 -3.1548
C 2.5410 5.0416 7.5159
O -5.8661 -12.3535 -3.2769
H 5.1128 2.2093 -3.5596
O -2.3739 4.0404 -3.6901
H -6.8901 -5.7263 -9.1510
C 2.8226 1.6454 1.0721
C 0.8589 10.2294 4.9646
O 2.3553 1.1241 5.9126
O 2.6221 6.3405 7.9832
H -2.5401 4.4151 -4.5824
P 1.3210 -1.6765 3.8265
N 0.8422 -0.2589 1.7323
H -6.0279 -9.8997 -4.2264
C 0.3380 1.1131 2.1487
H -1.4835 -6.1499 -5.8072
O 2.3069 1.6631 8.6034
H 6.9675 4.2298 -5.8425
N 3.9928 -4.5792 0.4181
C 7.0102 4.0851 -1.2869
C -5.8124 -11.1778 -2.5511
H -5.7781 -13.0732 -2.6145
C 7.7067 4.8387 -2.1399
O -3.4821 -6.0854 -4.9224
C 7.5283 4.6909 -3.5928
C -5.2372 -5.9073 -6.4974
H -1.7721 -2.2246 2.2581
C -3.1380 -5.9946 -8.4614
O -5.5833 -12.3887 -0.5471
O -5.9426 -7.6404 -2.9004
H 3.0087 1.6136 -3.1845
O -3.4032 -3.5708 -3.2776
O 2.8447 1.9938 -4.0751
C 5.8383 2.9388 -3.2224
H -2.4000 -6.0153 -9.2530
H 3.2160 0.9679 1.9431
H 0.4281 -0.3967 0.7607
O -4.8968 -5.8747 -10.0378
O 6.3512 3.5789 -5.4415
H 2.4726 4.1437 9.4333
C -0.4392 9.0372 6.7886
O 0.2897 -1.2457 2.4919
C 2.5339 4.8375 6.0408
C 0.8063 2.3551 -2.7508
O -5.5703 -7.6739 -0.1811
H 2.3106 0.5602 6.7154
C -1.0978 3.5107 -3.7460
C -0.3562 3.6298 -5.0318
H -2.1700 -1.5210 -2.1693
C -2.7962 -6.0452 -7.1725
C -3.1831 -4.3336 0.4231
O 2.0618 -0.2440 4.5708
C -0.5529 2.9136 -2.6842
H 0.7824 2.3702 0.2614
H -3.4730 -5.1356 1.0898
O -1.5920 -1.1531 0.3606
H 2.4886 3.3215 4.4626
C -5.5790 -5.8532 -7.7861
C 2.4706 4.0096 8.3589
O -6.9033 -5.7456 -8.1693
H -0.7831 1.3081 1.7899
C -2.5472 -3.2445 0.8591
C 2.3874 2.6305 7.8539
C 0.8140 9.1957 6.0349
C 1.0122 3.0925 -5.0906
C -4.5509 -5.9074 -8.8621
H 4.1305 -5.6084 0.2242
C 3.0347 -2.8522 2.1418
O 0.3417 -2.2587 4.9696
C -2.1593 -2.1504 -0.0728
C 2.4750 3.4566 5.5365
H -5.6643 -6.9545 -0.8428
C -3.5193 -4.4888 -1.0008
C 3.3600 -4.4091 1.6429
H -0.4523 8.2942 7.5761
C -3.1066 -3.4068 -1.9370
H 0.3642 1.2851 3.3063
C -5.5624 -10.0368 -0.2995
O 2.5805 5.8064 5.2912
H -3.3072 10.2945 6.8129
H 2.6664 9.7357 4.6690
C -3.8259 -6.0188 -6.0978
H 1.3051 3.2290 1.9456
H 6.5591 3.5655 0.4808
H 3.0733 -5.3715 2.2617
H 2.8629 1.0924 0.0194

No. 2
9
Properties=species:S:1:pos:R:3 method="wB97M-V/def2-TZVPD" orbital_gap_ev=10.248 multiplicity=1 homo_ev=-10.0 smiles="N#[N+][S-].C=O.F" relative_energy_ev=1.257
F 1.6639 -2.8481 -1.0111
H 0.6093 0.8581 1.0516
N -1.6972 1.6228 1.2851
C 0.6994 0.9049 -0.1022
S -2.8780 -0.2582 -0.1481
H 0.1740 1.8956 -0.3816
O 1.1613 0.1068 -0.8558
N -2.2139 0.7596 0.7719
H 2.4811 -3.0415 -0.6097

No. 3
13
Properties=species:S:1:pos:R:3 method="wB97M-V/def2-TZVPD" orbital_gap_ev=7.902 multiplicity=1 homo_ev=-7.3 relative_energy_ev=4.731
H 1.7587 -0.5448 -0.9865
O 1.3908 1.9837 0.5338
C 0.8109 1.0562 0.0454
N 1.4123 -0.3122 -0.0644
H 0.1084 -1.9424 0.6001
C -0.8697 -0.4219 -0.6147
H 2.1475 -0.4454 0.6356
C -1.4769 0.4485 0.4291
H -2.4574 0.8985 0.3084
H -1.4629 -0.5831 -1.5148
C 0.2551 -1.3992 -0.3345
N -0.4571 0.9883 -0.4952
H -1.1597 0.2739 1.4575

No. 4
50
Properties=species:S:1:pos:R:3 method="wB97M-V/def2-TZVPD" orbital_gap_ev="7.069 / 6.987" multiplicity=3 homo_ev="-10.5 / -11.8" relative_energy_ev=0.000 total_charge=+1
F -3.0544 2.3834 -0.7613
H -0.6268 0.9967 5.5536
C 0.3116 2.7418 2.7732
H 0.6272 4.8665 2.9971
H 3.6096 -0.4722 -0.3709
C -0.3460 -1.8217 1.6438
C 2.5222 -0.9032 -2.7350
H 2.0340 -3.3443 -2.1171
C -1.7524 -0.7869 -1.9574
N 2.0064 -1.3393 -1.4191
C -0.3553 1.2095 4.5280
C 1.3681 -2.6729 -1.5637
N 0.0062 -0.5936 1.3015
C -1.8226 0.4228 -1.1708
H 2.7692 -1.7710 0.4954
H 1.7076 -0.8203 -3.4500
H 1.2050 5.1913 0.5994
F -2.6255 -2.2410 -3.6421
H 3.2629 -1.6236 -3.0961
H -0.3799 -2.5500 0.8451
C 0.6371 4.0313 2.3079
F 0.8201 1.2714 -2.1607
F -4.7008 -0.5285 -4.0342
C -2.9019 1.2140 -1.4211
C 0.9452 3.1145 0.1204
H 3.8841 -2.1621 -0.8331
H 2.9731 0.0801 -2.6395
H 0.0669 -2.4488 -3.3223
C 0.9554 4.2149 0.9886
C 0.0067 0.3691 2.2533
C 0.3456 1.7075 1.8435
C -0.6831 -1.1968 3.9204
C -0.3433 0.1255 3.5810
Ti 0.3044 0.2137 -0.7454
H -0.9557 -3.1927 3.1801
C 0.0024 -2.5862 -2.2400
C -0.6853 -2.1710 2.9570
N -0.6541 -1.4563 -1.6259
C -3.8792 0.9265 -2.3743
H -0.5505 -3.5149 -2.0742
H -0.9522 -1.4252 4.9444
C -0.0445 2.4613 4.1391
H 1.1630 3.2052 -0.9354
H -4.7034 1.5994 -2.5693
N 0.6536 1.8928 0.5391
H -0.0618 3.2777 4.8494
C 3.1347 -1.4463 -0.4786
C -2.7253 -1.1106 -2.9389
H 1.2534 -3.0895 -0.5621
C -3.7719 -0.2482 -3.1232

No. 5
14
Properties=species:S:1:pos:R:3 method="wB97M-V/def2-TZVPD" orbital_gap_ev=8.705 multiplicity=1 homo_ev=-8.2 relative_energy_ev=3.580
N -0.0500 -0.5220 -0.2271
H -3.1166 0.2446 -1.3383
H -2.8622 1.3261 1.3703
N -1.1948 -0.4011 -1.1177
S 1.0962 1.9418 -0.4813
H -1.1102 1.2077 0.9173
H 3.2284 -0.6490 -0.6133
C 2.3733 -0.6819 0.0903
H 2.8873 -0.4866 1.0390
N -2.0893 0.8620 0.6673
C -2.2304 0.2086 -0.5738
H 2.0153 -1.7413 0.0221
H -0.0621 -1.5392 0.4097
C 1.1152 0.2303 -0.1645

no.,DFT total energy (eV)
1,-127183.127
2,-19663.836
3,-9268.771
4,-63064.826
5,-18526.891